Here is a gas-phase ion, C6H10NO (charge +1) at a distorted geometry from the OMol25 dataset. Energies are from ωB97M-V/def2-TZVPD.

**HOMO level**: -0.575 Eh
**Net charge**: +1
**Energy relative to the best compared isomer or geometry (same formula, charge and spin)**: 27.3 kcal/mol
**Kohn-Sham gap**: 10.0 eV
**LUMO**: -5.603 eV
**Maximum force**: 4.28 eV/Å

Each line ends with the Mulliken charge.
Geometry (Å):
C -1.712783 -2.043540 -0.257010  -0.082
C -1.189154 0.109867 -0.382885  0.290
C -1.319418 1.558126 -0.394741  -1.239
C 0.792046 -0.373642 1.118776  -1.439
C 1.047075 -0.538297 -1.405563  -1.430
C 0.099405 -0.558821 -0.224679  1.637
N -0.501050 -2.221029 -0.066911  -0.438
O -2.173612 -0.696438 -0.441715  -0.252
H -2.518451 -2.760599 -0.292751  0.435
H -1.306978 1.892931 0.651767  0.362
H -2.252048 1.902665 -0.835980  0.399
H -0.453982 2.026182 -0.865411  0.384
H 0.077809 -0.368214 1.940799  0.378
H 1.458764 -1.224682 1.258678  0.407
H 1.382817 0.540062 1.135704  0.405
H 1.702374 -1.402407 -1.328677  0.411
H 1.660696 0.359926 -1.368485  0.408
H 0.520789 -0.579327 -2.355990  0.364

Atomic forces in eV per Å
C 0.46 -0.88 0.19
C 0.37 -0.29 0.10
C -0.46 0.37 -0.16
C -0.07 0.22 0.14
C -0.16 0.14 -0.20
C -0.40 -4.15 0.98
N 0.84 3.20 -0.83
O -0.38 1.29 -0.13
H -0.15 0.05 0.02
H 0.00 -0.12 0.05
H -0.01 -0.05 -0.03
H -0.02 -0.10 -0.05
H 0.03 0.03 0.05
H -0.02 0.11 -0.06
H -0.03 0.12 -0.01
H -0.01 -0.01 0.05
H -0.01 0.10 -0.02
H 0.02 -0.03 -0.09


Here is a gas-phase ion, C6H10NO (charge +1) at a distorted geometry from the OMol25 dataset. Energies are from ωB97M-V/def2-TZVPD.

**HOMO level (alpha / beta)**: -0.396 / -0.494 Eh
**Net charge**: +1
**Energy relative to the best compared isomer or geometry (same formula, charge and spin)**: 104.2 kcal/mol
**Kohn-Sham gap (alpha / beta)**: 7.3 / 6.7 eV
**LUMO (alpha / beta)**: -3.421 / -6.742 eV
**Maximum force**: 4.00 eV/Å
**Spin multiplicity**: 3
**⟨S²⟩**: 2.021

Each line ends with the Löwdin spin population.
Geometry (Å):
C -0.452438 -0.898570 0.141911  0.724
C 1.701060 -0.244855 -0.240185  0.672
C -1.136392 -2.035203 0.083622  0.049
C 2.820313 -0.855304 -0.138353  0.117
C 0.420979 1.353073 0.790260  0.037
C -1.616423 0.936457 -0.866675  0.010
N -0.897783 0.461204 0.363762  0.100
O 1.409966 1.012898 -0.079828  0.182
H -2.224717 -1.941306 0.363312  0.035
H -0.745882 -2.959063 -0.179849  0.006
H 3.682052 -0.311570 -0.266782  0.028
H 2.947412 -1.840594 -0.366149  0.011
H 0.255735 2.410156 0.710749  0.001
H 0.776764 1.195330 1.854019  0.003
H -1.794107 2.082817 -0.870973  0.002
H -0.997834 0.631467 -1.737300  0.003
H -2.701460 0.498336 -0.899160  0.001
H -1.447246 0.504721 1.337615  0.021

Atomic forces in eV per Å
C -2.87 -2.26 0.61
C 1.03 -0.63 -0.01
C -1.19 3.68 1.04
C -0.02 0.25 -0.60
C -0.16 -1.06 0.67
C -2.22 1.58 -0.47
N 0.47 1.16 3.58
O -0.11 2.17 -1.28
H 0.86 -0.45 -0.37
H 0.76 -1.54 -0.36
H 2.39 1.57 0.85
H -0.06 -2.69 -0.53
H -0.79 0.37 -0.49
H -1.10 -0.74 -0.89
H 0.69 -1.90 0.25
H -0.61 0.21 0.62
H 2.32 0.39 0.06
H 0.60 -0.12 -2.68


Here is 3 unconnected molecules or ions with the total composition C6H10NO14PS3 at a distorted geometry from the OMol25 dataset. Energies are from ωB97M-V/def2-TZVPD.

**HOMO level**: -0.366 Eh
**Net charge**: 0
**Kohn-Sham gap**: 8.9 eV
**LUMO**: -1.076 eV
**Maximum force**: 4.81 eV/Å

Each line ends with the Mulliken charge.
Geometry (Å):
N 2.402878 2.027891 -1.770630  -0.352
C 3.391426 1.553253 -2.034108  0.530
O 4.692180 1.379703 -2.387176  -0.165
O 4.993970 0.039957 -2.136603  -0.107
C 5.327416 -0.167189 -0.790336  0.506
O 4.525496 -0.643085 -0.088480  -0.337
O 6.579744 0.097139 -0.256836  -0.247
P 7.007542 1.712347 -0.308994  0.806
O 5.722718 2.726251 -0.116645  -0.486
O 7.981712 1.953435 1.009239  -0.483
S 7.989986 2.217230 -1.882986  -0.341
H 5.473079 2.814992 0.823591  0.346
H 7.871883 2.882968 1.282789  0.345
O -1.569424 -3.664783 -1.112679  -0.568
S -1.815883 -2.289425 -0.864599  1.050
O -3.022910 -1.824572 -0.272439  -0.427
O -1.562822 -1.476184 -2.232383  -0.348
C -0.554844 -0.480548 -2.024598  -0.285
C 0.326133 -1.037566 -0.925618  -0.251
O -0.577383 -1.688739 -0.026388  -0.333
H -1.046240 0.442536 -1.708740  0.303
H -0.003221 -0.298806 -2.944579  0.295
H 0.888527 -0.261775 -0.410889  0.266
H 1.017319 -1.789983 -1.313955  0.268
O -7.026329 1.894807 2.307589  -0.533
S -6.908870 0.572321 2.814310  1.095
O -7.594995 0.137163 3.978660  -0.534
O -5.340569 0.233925 2.977483  -0.328
C -5.012002 -0.920905 2.197386  -0.182
C -5.993861 -0.912772 1.044890  -0.256
O -7.226422 -0.463967 1.619427  -0.340
H -5.145253 -1.805304 2.825343  0.278
H -3.980137 -0.870341 1.858587  0.206
H -6.114387 -1.894860 0.593884  0.307
H -5.696457 -0.195116 0.276480  0.303

Atomic forces in eV per Å
N -2.93 0.68 0.74
C 4.63 -0.26 -1.27
O -2.17 1.05 0.49
O 1.54 -1.64 0.06
C 0.17 0.18 0.81
O -1.24 -0.88 0.63
O -0.62 2.15 -0.76
P 2.63 2.00 -1.02
O 0.78 -1.71 1.02
O -2.18 -0.71 -0.57
S -0.74 -0.55 0.30
H -0.21 -0.07 -0.34
H 0.28 -0.34 -0.08
O -0.38 0.12 0.06
S 0.65 0.31 -0.26
O 0.04 -0.26 0.09
O 0.10 -0.47 0.44
C 0.04 0.60 0.21
C 0.49 -0.17 -0.38
O -0.69 0.15 -0.20
H 0.06 0.00 -0.02
H -0.16 -0.19 -0.06
H -0.18 -0.07 0.18
H 0.01 0.06 -0.01
O -0.05 -0.08 0.32
S 0.33 -0.34 -0.33
O -0.10 0.24 -0.18
O -0.50 0.28 -0.32
C 0.10 -0.59 0.07
C 0.40 0.26 -0.40
O 0.10 0.04 0.66
H 0.00 0.00 -0.05
H -0.06 0.20 0.08
H -0.22 0.04 0.12
H 0.06 -0.07 0.00


Here is C6H10NO2P in the gas phase at a distorted geometry from the OMol25 dataset. Energies are from ωB97M-V/def2-TZVPD.

**HOMO level (alpha / beta)**: -0.271 / -0.271 Eh
**Net charge**: 0
**Energy relative to the best compared isomer or geometry (same formula, charge and spin)**: 118.3 kcal/mol
**Kohn-Sham gap (alpha / beta)**: 7.2 / 7.2 eV
**LUMO (alpha / beta)**: -0.207 / -0.207 eV
**Maximum force**: 4.84 eV/Å

Each line ends with the Mulliken charge.
Geometry (Å):
C -0.060479 -0.029795 0.213324  -0.375
C -1.244042 -0.608775 -0.340733  1.223
C 1.225638 -0.427287 -0.246881  0.165
C -1.078516 -1.794510 -1.143522  -1.111
C -2.692267 0.739380 1.112235  -1.135
C 3.854912 -1.248122 -0.026296  -0.933
N -2.513002 -0.292657 0.091452  -0.275
O 1.644531 -0.404334 -1.521794  -0.447
O -1.747616 -2.836353 -0.768522  -0.283
P 2.300236 -1.011163 0.907456  -0.168
H -0.187248 0.619459 1.070611  0.434
H -3.713685 1.072550 1.248445  0.324
H -2.276631 0.488985 2.053612  0.392
H -2.085544 1.577970 0.858358  0.363
H 4.480739 -0.314413 -0.111703  0.259
H 3.709919 -1.786785 -0.961363  0.309
H 4.425098 -1.898538 0.630964  0.302
H -3.230820 -0.742168 -0.336323  0.248
H 0.913945 -0.777266 -2.019727  0.396
H -2.436214 -2.623344 0.060018  0.312

Atomic forces in eV per Å
C -4.33 -1.13 -1.85
C 1.33 1.51 2.05
C 2.60 -0.75 1.42
C 1.18 -0.44 -0.57
C -0.26 -0.28 -1.01
C 0.72 0.24 0.34
N 2.60 1.61 2.00
O -0.53 0.31 -0.86
O -2.41 1.07 2.20
P 0.05 0.65 0.74
H 0.31 -0.14 -0.06
H -0.19 -0.24 -0.25
H 0.17 -0.97 1.15
H 0.24 1.01 -0.69
H -0.87 -0.84 -0.26
H 0.09 0.37 -0.16
H 0.29 -0.20 0.04
H -2.64 -1.03 -1.23
H -0.48 -0.10 -0.81
H 2.11 -0.66 -2.21


Here is a gas-phase ion, C6H10NO2S (charge +1) at a distorted geometry from the OMol25 dataset. Energies are from ωB97M-V/def2-TZVPD.

**HOMO level**: -0.513 Eh
**Net charge**: +1
**Energy relative to the best compared isomer or geometry (same formula, charge and spin)**: 108.3 kcal/mol
**Kohn-Sham gap**: 8.6 eV
**LUMO**: -5.366 eV
**Maximum force**: 3.61 eV/Å

Each line ends with the Mulliken charge.
Geometry (Å):
C -0.099391 -2.258173 -1.147717  0.129
C -1.341097 -0.078291 1.325461  0.225
C 1.339949 0.503737 0.722405  0.131
C -2.195555 1.119046 1.418445  -1.374
C 2.245924 1.437115 -1.456656  -1.005
C 2.121940 0.430675 -0.323603  0.188
N -0.771203 -1.965458 0.051940  -0.213
O 0.045113 -3.316071 -1.626778  -0.415
O -1.182697 -0.530455 0.044457  -0.215
S 0.384585 0.521630 1.966548  -0.180
H 0.132412 -1.243008 -1.574362  0.271
H -1.695533 -0.790639 1.985208  0.525
H -2.191159 1.842541 0.655098  0.422
H -2.008718 1.675935 2.297274  0.443
H -3.148850 0.642986 1.178526  0.349
H 1.857005 2.372970 -1.270976  0.428
H 3.327414 1.530094 -1.517994  0.345
H 1.937435 0.993500 -2.413540  0.299
H 2.766523 -0.371520 -0.578632  0.414
H -1.524097 -2.516614 0.264896  0.233

Atomic forces in eV per Å
C -1.04 3.14 0.05
C 2.07 1.37 -2.03
C 0.74 -0.63 -1.10
C -1.21 -0.86 -1.19
C 1.42 -1.91 0.15
C -1.49 1.28 -0.27
N 2.24 2.84 -0.10
O 0.43 -1.55 -0.25
O -0.23 -2.00 -0.20
S 0.41 0.11 0.73
H 0.58 -0.79 -0.26
H -0.13 -1.71 1.57
H 1.08 0.74 -1.46
H -0.71 0.11 1.43
H -0.76 0.55 1.23
H -1.18 1.84 0.32
H 0.21 0.33 -0.33
H -0.19 0.10 0.40
H 0.33 -1.27 0.70
H -2.55 -1.68 0.63


Here is 2 unconnected molecules or ions with the total composition C6H10NO7S at a distorted geometry from the OMol25 dataset. Energies are from ωB97M-V/def2-TZVPD.

**HOMO level**: -0.187 Eh
**Net charge**: -1
**Energy relative to the best compared isomer or geometry (same formula, charge and spin)**: 61.3 kcal/mol
**Kohn-Sham gap**: 8.5 eV
**LUMO**: 3.412 eV
**Maximum force**: 4.70 eV/Å

Each line ends with the Mulliken charge.
Geometry (Å):
C 0.014350 1.318777 1.480301  0.794
C 2.933069 1.730651 0.920427  0.790
C -0.086038 -2.874878 -2.046241  -1.290
C -1.051643 0.902947 3.580389  -0.737
C -0.051138 -0.569924 -0.745512  -1.088
C -0.088581 -1.298285 -2.084522  0.561
N -1.025522 1.416586 2.216973  -0.612
O 1.099067 0.828576 1.797176  -0.767
O 3.095993 2.612071 1.608414  -0.386
O -0.167859 1.933447 0.213341  -0.262
O 3.159886 0.998033 0.024247  -0.458
O 0.182708 1.705461 -2.172135  -0.608
O -2.019173 1.133136 -1.243396  -0.683
O -1.234971 -0.938760 -2.764047  -0.627
S -0.566471 1.202853 -1.031638  1.159
H -0.466669 -3.272338 -3.039467  0.326
H -0.898254 -3.259241 -1.313162  0.288
H 0.915390 -3.240066 -1.795570  0.337
H -0.039047 0.322727 3.778367  0.222
H -1.194923 1.698647 4.238855  0.270
H -1.919471 0.298248 3.620550  0.252
H -0.697397 -1.069875 -0.050661  0.433
H 0.920012 -0.512890 -0.283718  0.465
H 0.873426 -0.943964 -2.565351  0.204
H -1.686746 -0.121938 -2.343621  0.420

Atomic forces in eV per Å
C -1.63 -0.68 4.07
C 1.00 -2.81 -3.64
C -1.58 0.36 0.45
C 3.24 -1.41 -2.32
C 0.02 0.58 -0.01
C 1.24 -0.40 -0.05
N -1.33 0.75 -0.78
O 1.87 -0.34 -1.25
O -0.14 3.00 2.99
O 0.82 1.62 0.00
O -0.79 -0.21 0.59
O -0.45 -0.07 1.40
O 1.07 0.56 0.65
O -1.62 1.28 -0.39
S -0.48 -2.68 -2.98
H 0.88 0.67 0.97
H 1.50 0.68 -0.82
H -0.32 -0.24 -0.02
H -2.08 0.91 0.13
H 0.04 1.36 1.32
H -0.71 -1.07 0.43
H -0.75 0.26 0.54
H 0.54 -0.03 -0.02
H -1.02 -0.42 -0.30
H 0.69 -1.68 -0.94


Repeat the fourth record exactly.
Here is C6H10NO2P in the gas phase at a distorted geometry from the OMol25 dataset. Energies are from ωB97M-V/def2-TZVPD.

**HOMO level (alpha / beta)**: -0.271 / -0.271 Eh
**Net charge**: 0
**Energy relative to the best compared isomer or geometry (same formula, charge and spin)**: 118.3 kcal/mol
**Kohn-Sham gap (alpha / beta)**: 7.2 / 7.2 eV
**LUMO (alpha / beta)**: -0.207 / -0.207 eV
**Maximum force**: 4.84 eV/Å

Each line ends with the Mulliken charge.
Geometry (Å):
C -0.060479 -0.029795 0.213324  -0.375
C -1.244042 -0.608775 -0.340733  1.223
C 1.225638 -0.427287 -0.246881  0.165
C -1.078516 -1.794510 -1.143522  -1.111
C -2.692267 0.739380 1.112235  -1.135
C 3.854912 -1.248122 -0.026296  -0.933
N -2.513002 -0.292657 0.091452  -0.275
O 1.644531 -0.404334 -1.521794  -0.447
O -1.747616 -2.836353 -0.768522  -0.283
P 2.300236 -1.011163 0.907456  -0.168
H -0.187248 0.619459 1.070611  0.434
H -3.713685 1.072550 1.248445  0.324
H -2.276631 0.488985 2.053612  0.392
H -2.085544 1.577970 0.858358  0.363
H 4.480739 -0.314413 -0.111703  0.259
H 3.709919 -1.786785 -0.961363  0.309
H 4.425098 -1.898538 0.630964  0.302
H -3.230820 -0.742168 -0.336323  0.248
H 0.913945 -0.777266 -2.019727  0.396
H -2.436214 -2.623344 0.060018  0.312

Atomic forces in eV per Å
C -4.33 -1.13 -1.85
C 1.33 1.51 2.05
C 2.60 -0.75 1.42
C 1.18 -0.44 -0.57
C -0.26 -0.28 -1.01
C 0.72 0.24 0.34
N 2.60 1.61 2.00
O -0.53 0.31 -0.86
O -2.41 1.07 2.20
P 0.05 0.65 0.74
H 0.31 -0.14 -0.06
H -0.19 -0.24 -0.25
H 0.17 -0.97 1.15
H 0.24 1.01 -0.69
H -0.87 -0.84 -0.26
H 0.09 0.37 -0.16
H 0.29 -0.20 0.04
H -2.64 -1.03 -1.23
H -0.48 -0.10 -0.81
H 2.11 -0.66 -2.21


- Which formula does entry 4 have?
  C6H10NO2P


- Look up the maximum force of the sixth one.
  4.70 eV/Å